A cluster of 10 separate species, H20O10 in total. Source: the Open Molecules 2025 dataset; level of theory: ωB97M-V with the def2-TZVPD basis set.

Geometry as ORCA input:
```
! RIJCOSX wB97M-V def2-TZVPD def2/J DEFGRID3
* xyz 0 1
O -0.145 -0.667 1.044
H -0.384 0.169 1.460
H 0.489 -0.417 0.362
O -3.600 1.373 -1.751
H -3.079 1.552 -0.960
H -4.079 0.564 -1.538
O 3.633 3.023 -0.101
H 4.504 2.688 -0.338
H 3.028 2.527 -0.664
O -3.210 -2.568 -1.665
H -3.131 -1.706 -1.241
H -2.973 -2.400 -2.584
O -1.881 -2.485 2.672
H -1.790 -2.986 3.490
H -2.331 -1.676 2.943
O 3.152 0.940 0.225
H 2.674 0.121 0.396
H 4.080 0.691 0.304
O -3.243 2.206 1.242
H -3.737 2.634 1.951
H -2.767 2.929 0.818
O -0.460 2.444 0.035
H -0.944 1.612 0.086
H 0.042 2.373 -0.785
O 1.742 -1.917 -2.229
H 2.202 -1.277 -1.675
H 1.057 -1.399 -2.666
O 3.990 -2.490 0.583
H 4.168 -1.969 -0.207
H 3.144 -2.914 0.399
*
```

E_LUMO	-0.4	eV
gap between HOMO and LUMO	10.2	eV
SMILES	O.O.O.O.O.O.O.O.O.O


An isolated molecule of C6H4N2O2S. Source: the Open Molecules 2025 dataset; level of theory: ωB97M-V with the def2-TZVPD basis set.

Geometry as ORCA input:
```
! RIJCOSX wB97M-V def2-TZVPD def2/J DEFGRID3
* xyz 0 1
C -2.455 0.126 1.698
C -2.679 -0.273 0.433
S -2.465 -0.184 -1.255
C -0.730 -0.176 -1.074
C -0.019 -1.332 -0.566
N 1.290 -1.272 -0.092
C 1.856 -0.059 -0.297
O 3.161 0.114 -0.100
N 1.135 1.036 -0.456
C -0.174 1.149 -0.754
O -0.762 2.240 -0.297
H -2.280 -0.154 2.844
H -0.688 -2.368 -0.198
H 3.353 -0.759 0.085
H 1.455 1.912 0.029
*
```

E_LUMO	-0.4	eV
gap between HOMO and LUMO	8.2	eV
SMILES	C#CSc1cnc(O)[nH]c1=O


A structure of composition C43H39FeN5O8P4SeTe. Source: the Open Molecules 2025 dataset; level of theory: ωB97M-V with the def2-TZVPD basis set.

Geometry as ORCA input:
```
! RIJCOSX wB97M-V def2-TZVPD def2/J DEFGRID3
* xyz -2 1
Fe -0.171 0.905 -0.776
O 2.238 2.120 -4.062
P 1.883 2.616 -2.589
O 2.869 3.600 -2.096
O 1.539 1.442 -1.695
O 0.449 3.391 -2.827
P -0.810 2.539 -3.396
O -1.970 3.654 -3.418
O -0.471 2.096 -4.777
O -1.220 1.537 -2.355
H 1.409 2.001 -4.581
H -1.924 4.133 -4.253
Te -3.026 -2.326 -1.187
C -3.360 -4.289 -1.927
C -3.167 -5.425 -1.150
C -3.412 -6.671 -1.704
N -3.845 -6.865 -2.950
C -4.037 -5.770 -3.684
C -3.808 -4.480 -3.229
C -1.058 -2.507 -0.439
P -1.032 -2.645 1.367
C 0.586 -1.980 1.954
C 1.740 -2.754 2.035
C 2.940 -2.232 2.487
C 2.988 -0.898 2.872
C 1.857 -0.106 2.845
C 0.636 -0.638 2.410
C -0.722 -4.426 1.737
C -0.914 -4.857 3.049
C -0.691 -6.179 3.403
C -0.280 -7.097 2.445
C -0.093 -6.681 1.134
C -0.314 -5.355 0.787
P 0.018 -1.371 -1.301
C -0.136 -1.817 -3.074
C 0.213 -0.869 -4.025
C 0.166 -1.176 -5.378
C -0.219 -2.443 -5.789
C -0.556 -3.404 -4.841
C -0.513 -3.091 -3.492
C 1.726 -2.023 -1.054
C 2.767 -1.177 -0.690
C 4.059 -1.675 -0.563
C 4.322 -3.013 -0.800
C 3.284 -3.863 -1.169
C 1.999 -3.367 -1.297
H -2.833 -5.343 -0.125
H -3.258 -7.567 -1.108
H -4.383 -5.934 -4.701
H -3.949 -3.638 -3.896
H 1.702 -3.790 1.719
H 3.827 -2.851 2.516
H 3.921 -0.469 3.220
H 1.885 0.907 3.222
H -1.348 -0.452 2.413
H -1.236 -4.140 3.797
H -0.842 -6.495 4.429
H -0.110 -8.132 2.718
H 0.228 -7.391 0.380
H -0.190 -5.019 -0.235
H 0.513 0.115 -3.700
H 0.415 -0.411 -6.103
H -0.264 -2.684 -6.844
H -0.862 -4.396 -5.153
H -0.785 -3.833 -2.752
H 2.573 -0.128 -0.517
H 4.858 -1.006 -0.267
H 5.329 -3.398 -0.696
H 3.480 -4.912 -1.360
H 1.190 -4.021 -1.596
N 4.870 9.917 1.475
C 4.260 8.941 1.468
C 3.493 7.728 1.470
C 2.670 7.433 2.557
C 1.921 6.274 2.562
C 1.998 5.393 1.485
C 2.830 5.671 0.399
C 3.564 6.841 0.396
N 1.232 4.217 1.499
C 0.711 3.555 2.601
C 0.081 2.455 2.125
N 0.205 2.426 0.734
C 0.892 3.492 0.408
H 2.614 8.121 3.390
H 1.268 6.050 3.393
H 2.915 4.976 -0.432
H 4.209 7.064 -0.443
H 0.860 3.852 3.622
H -1.743 1.668 2.755
H 1.166 3.800 -0.582
Se -0.453 1.664 4.885
C -0.688 1.443 2.922
N -0.511 0.111 2.392
C -4.202 1.195 0.844
C -3.189 1.290 -0.276
O -1.992 0.587 0.092
H -5.115 1.724 0.564
H -3.812 1.634 1.763
H -4.463 0.152 1.040
H -2.878 2.313 -0.470
H -3.583 0.885 -1.211
H -2.194 -0.304 0.414
*
```

E_LUMO	3.7	eV
gap between HOMO and LUMO	5.6	eV


A structure of composition C24H44Cl5GeMnN3O4. Source: the Open Molecules 2025 dataset; level of theory: ωB97M-V with the def2-TZVPD basis set.

Geometry as ORCA input:
```
! RIJCOSX wB97M-V def2-TZVPD def2/J DEFGRID3
* xyz 1 5
Mn 0.446 -0.075 0.253
C -1.423 0.316 -3.175
C -0.741 -0.999 -2.806
C 0.550 -1.197 -3.587
C -1.704 -2.138 -3.137
O -0.438 -1.016 -1.382
Ge -1.161 -2.389 -0.187
O -1.200 -0.770 1.027
C -2.481 -0.371 1.607
C -3.244 -1.622 2.031
C -2.229 0.485 2.839
C -3.289 0.404 0.577
O 0.539 -2.538 0.518
C 1.265 -3.802 0.473
C 0.330 -4.938 0.051
C 2.393 -3.703 -0.547
C 1.785 -4.123 1.868
H -1.956 0.210 -4.121
H -0.699 1.120 -3.290
H -2.143 0.589 -2.399
H 0.378 -1.029 -4.652
H 0.929 -2.212 -3.447
H 1.315 -0.499 -3.245
H -1.892 -2.149 -4.211
H -2.660 -2.012 -2.623
H -1.283 -3.110 -2.862
H -2.610 -2.271 2.642
H -3.596 -2.190 1.170
H -4.116 -1.337 2.623
H -1.749 -0.099 3.624
H -3.177 0.865 3.221
H -1.591 1.337 2.597
H -3.633 -0.266 -0.217
H -2.688 1.190 0.121
H -4.166 0.857 1.045
H -0.018 -4.805 -0.979
H -0.542 -4.995 0.708
H 0.857 -5.891 0.103
H 1.981 -3.549 -1.547
H 2.984 -4.622 -0.553
H 3.058 -2.874 -0.320
H 0.947 -4.256 2.559
H 2.436 -3.339 2.245
H 2.359 -5.051 1.844
Cl 3.226 -0.982 1.638
C 3.416 -0.260 0.074
C 2.333 0.376 -0.524
C 2.629 1.068 -1.696
Cl 1.459 2.115 -2.438
C 3.876 1.004 -2.319
Cl 4.161 1.830 -3.793
C 4.903 0.270 -1.736
Cl 6.422 0.135 -2.506
C 4.683 -0.330 -0.502
Cl 5.965 -1.146 0.291
C 1.588 1.154 4.399
C 1.115 0.311 3.261
N 0.838 -0.972 3.487
O 0.982 0.812 2.126
H 1.651 0.600 5.335
H 0.910 1.999 4.522
H 2.570 1.552 4.144
H 0.993 -1.393 4.385
H 0.556 -1.562 2.712
C -2.341 4.309 0.683
C -1.438 4.096 -0.528
C -2.178 4.460 -1.809
C -0.173 4.949 -0.400
N -1.152 2.645 -0.645
N -0.141 2.152 0.224
H -2.625 5.360 0.768
H -1.838 4.028 1.616
H -3.249 3.709 0.586
H -2.607 5.459 -1.729
H -2.990 3.751 -1.997
H -1.498 4.452 -2.668
H -0.437 6.007 -0.442
H 0.522 4.745 -1.220
H 0.343 4.782 0.549
H -0.879 2.422 -1.589
H -0.454 2.309 1.172
H 0.739 2.650 0.113
*
```

E_LUMO (spin up / spin down)	-4.7 / -3.0	eV
⟨S²⟩	6.15
gap between HOMO and LUMO (spin up / spin down)	6.8 / 8.6	eV


A structure of composition C13H13BrNO5PdS. Source: the Open Molecules 2025 dataset; level of theory: ωB97M-V with the def2-TZVPD basis set.

Geometry as ORCA input:
```
! RIJCOSX wB97M-V def2-TZVPD def2/J DEFGRID3
* xyz -1 1
Pd -0.387 -0.245 0.564
O 1.544 3.412 -0.054
C 1.056 2.316 -0.312
O 0.204 1.716 0.444
C 1.469 1.646 -1.618
C 2.376 0.422 -1.381
C 3.145 0.090 -2.667
C 2.028 -0.564 -3.525
C 0.829 -0.459 -2.576
O 1.439 -0.658 -1.297
C 0.344 1.003 -2.492
C -1.077 1.130 -1.952
O -1.830 1.984 -2.394
O -1.475 0.229 -1.094
H 2.005 2.417 -2.170
H 2.966 0.465 -0.469
H 3.953 -0.612 -2.464
H 3.571 0.983 -3.126
H 2.256 -1.610 -3.728
H 1.856 -0.057 -4.475
H 0.034 -1.187 -2.713
H 0.333 1.467 -3.478
S -1.969 -1.979 0.710
C -2.728 -0.586 1.461
N -3.314 0.370 0.704
C -3.920 1.465 1.202
C -4.070 1.621 2.547
C -3.521 0.630 3.385
C -2.859 -0.444 2.862
H -2.991 0.364 -0.283
H -4.247 2.187 0.468
H -4.567 2.494 2.941
H -3.601 0.734 4.460
H -2.381 -1.187 3.482
Br 0.866 -0.783 2.546
*
```

E_LUMO	2.5	eV
gap between HOMO and LUMO	7.8	eV


A structure of composition C9H6HfN4OS4. Source: the Open Molecules 2025 dataset; level of theory: ωB97M-V with the def2-TZVPD basis set.

Geometry as ORCA input:
```
! RIJCOSX wB97M-V def2-TZVPD def2/J DEFGRID3
* xyz 2 1
Hf -0.004 -0.648 -0.426
O 0.115 -6.397 -3.974
C 0.090 -5.392 -3.361
S -1.083 -5.048 -2.051
C -0.493 -3.447 -1.668
C 0.563 -2.978 -2.391
S 1.386 -1.415 -2.254
S 1.218 -4.027 -3.628
S -1.378 -2.641 -0.360
N 0.970 2.090 2.769
C 1.773 1.151 3.334
C 1.712 0.047 2.529
N 0.876 0.306 1.476
C 0.432 1.571 1.648
C -0.482 2.168 0.701
N -0.911 1.472 -0.377
C -1.751 2.308 -1.062
C -1.830 3.503 -0.403
N -1.033 3.397 0.692
H 0.823 3.014 3.153
H 2.317 1.328 4.243
H 2.208 -0.899 2.640
H -2.238 2.003 -1.969
H -2.382 4.396 -0.630
H -0.898 4.138 1.368
*
```

E_LUMO	-8.5	eV
gap between HOMO and LUMO	5.4	eV


A cluster of 2 separate species, C5H11NO in total. Source: the Open Molecules 2025 dataset; level of theory: ωB97M-V with the def2-TZVPD basis set.

Geometry as ORCA input:
```
! RIJCOSX wB97M-V def2-TZVPD def2/J DEFGRID3
* xyz 0 1
C -0.583 0.490 2.141
N -0.227 0.199 0.773
C -0.245 -0.994 0.343
C -0.617 -2.262 1.070
O 0.115 -1.246 -0.932
H -1.338 1.284 2.158
H -0.974 -0.363 2.715
H 0.297 0.875 2.671
H -0.624 -3.098 0.369
H -1.606 -2.176 1.530
H 0.105 -2.474 1.866
H 0.363 -0.387 -1.325
C 1.226 1.434 -2.707
C 0.417 1.923 -1.771
H 2.303 1.392 -2.561
H 0.847 1.058 -3.654
H -0.662 1.962 -1.906
H 0.789 2.280 -0.815
*
```

E_LUMO	1.0	eV
gap between HOMO and LUMO	10.5	eV
SMILES	C/N=C(\C)O.C=C